Record 1
C36H28F6IrN5O7S5Si as an isolated structure at a distorted geometry. Source: the Open Molecules 2025 dataset; level of theory: ωB97M-V with the def2-TZVPD basis set.

Its highest occupied orbital energy (alpha / beta) is -2.704 / -3.472 eV. The largest force on an atom is 1.98 eV/Å. As for the total energy: -140769.57010 eV. Its spin multiplicity is 5. As for the expectation value of S²: 6.02. The molar mass is 1137.274 g mol⁻¹. As for the total charge: -2.

Element x y z (Å)
Ir1 11.97 11.89 13.70
S1 13.96 11.47 14.95
C1 13.95 12.70 16.26
C2 15.03 12.82 17.13
C3 15.16 13.91 18.02
C4 14.15 14.87 18.05
C5 13.01 14.63 17.35
C6 12.85 13.58 16.43
S2 11.48 13.57 15.34
H1 15.79 12.01 17.07
H2 15.97 13.88 18.71
H3 14.19 15.73 18.74
H4 12.21 15.35 17.35
N1 14.16 17.29 8.25
C7 14.52 16.00 8.75
C8 14.70 14.94 7.89
C9 15.12 13.70 8.36
C10 15.39 13.56 9.69
C11 15.24 14.63 10.57
C12 14.74 15.85 10.13
S3 15.77 11.97 10.35
O1 16.97 12.14 11.16
O2 15.84 11.02 9.24
N2 14.50 11.77 11.31
C13 13.28 11.75 10.75
N3 12.21 11.82 11.57
C14 10.96 11.70 11.00
C15 10.80 11.70 9.66
C16 11.98 11.72 8.87
N4 13.16 11.62 9.39
H5 13.47 17.24 7.49
H6 13.75 17.87 8.99
H7 14.50 15.11 6.82
H8 15.19 12.76 7.76
H9 15.60 14.46 11.58
H10 14.47 16.62 10.85
H11 10.13 11.59 11.70
H12 9.82 11.74 9.19
H13 11.92 11.64 7.81
F1 7.74 15.21 11.93
C17 8.84 14.68 11.40
F2 8.52 13.65 10.69
F3 9.71 14.36 12.39
S4 9.72 15.80 10.23
O3 10.85 15.07 9.78
O4 8.77 16.19 9.22
N5 10.07 17.01 11.16
S5 11.24 17.24 12.16
O5 12.35 16.35 12.09
O6 10.81 17.64 13.49
C18 11.93 18.80 11.39
F4 13.02 19.22 12.04
F5 11.04 19.83 11.41
F6 12.28 18.54 10.11
O7 10.61 10.44 14.08
Si1 10.87 8.92 14.47
C19 11.93 8.08 13.15
C20 11.58 7.06 12.25
C21 12.44 6.57 11.27
C22 13.66 7.22 11.06
C23 14.04 8.27 11.87
C24 13.18 8.63 12.95
C25 9.25 8.03 14.57
C26 8.03 8.71 14.40
C27 6.82 8.09 14.32
C28 6.77 6.71 14.39
C29 7.95 5.98 14.60
C30 9.18 6.63 14.68
C31 11.78 8.87 16.18
C32 11.74 10.03 16.97
C33 12.37 10.11 18.18
C34 13.09 9.01 18.67
C35 13.19 7.86 17.91
C36 12.53 7.81 16.66
H14 10.55 6.70 12.21
H15 12.08 5.76 10.64
H16 14.29 6.90 10.24
H17 14.99 8.74 11.75
H18 13.53 9.38 13.59
H19 8.14 9.78 14.37
H20 5.91 8.68 14.13
H21 5.88 6.14 14.36
H22 7.85 4.90 14.72
H23 10.05 5.99 14.75
H24 11.27 10.90 16.56
H25 12.34 11.05 18.75
H26 13.60 9.00 19.63
H27 13.80 7.04 18.30
H28 12.58 6.88 16.09

Results of the Löwdin charge analysis, in e, for atoms 1 through 4: 1.0202, 0.6111, -0.6478, -0.1306

***

Record 2
C20H36IN6O2S as an isolated structure at a distorted geometry. Source: the Open Molecules 2025 dataset; level of theory: ωB97M-V with the def2-TZVPD basis set.

Its highest occupied orbital energy is -12.981 eV. The largest force on an atom is 1.02 eV/Å. As for the total energy: -53283.85210 eV. The molar mass is 551.519 g mol⁻¹. As for the total charge: +1.

Element x y z (Å)
O1 -0.56 -3.42 0.92
N1 -0.48 -3.88 -0.06
O2 0.05 -2.68 -1.30
S1 1.21 -1.69 -1.04
I1 2.90 -2.75 0.18
H1 0.74 -0.94 -0.01
C1 8.74 -2.57 -0.55
C2 7.98 -3.64 -1.30
C3 6.46 -3.53 -1.12
C4 6.05 -3.66 0.28
N2 5.70 -3.75 1.37
H2 8.58 -2.65 0.53
H3 9.81 -2.66 -0.73
H4 8.43 -1.57 -0.86
H5 8.30 -4.64 -0.98
H6 8.18 -3.58 -2.37
H7 5.94 -4.30 -1.69
H8 6.11 -2.55 -1.48
C5 -3.58 -2.69 2.01
C6 -4.84 -3.54 2.01
C7 -6.08 -2.71 1.65
C8 -6.27 -1.59 2.58
N3 -6.41 -0.70 3.29
H9 -3.65 -1.91 2.77
H10 -2.70 -3.30 2.25
H11 -3.42 -2.21 1.04
H12 -4.98 -3.99 2.99
H13 -4.77 -4.36 1.29
H14 -6.98 -3.32 1.66
H15 -5.98 -2.29 0.65
C9 -4.03 -0.11 -3.17
C10 -4.23 -0.56 -1.74
C11 -3.95 0.55 -0.72
C12 -2.57 1.04 -0.79
N4 -1.49 1.43 -0.90
H16 -2.99 0.19 -3.35
H17 -4.27 -0.90 -3.87
H18 -4.67 0.75 -3.41
H19 -3.58 -1.42 -1.52
H20 -5.26 -0.89 -1.59
H21 -4.13 0.21 0.31
H22 -4.61 1.40 -0.89
C13 0.21 3.14 2.79
C14 -0.65 2.02 2.23
C15 -0.05 0.63 2.50
C16 1.28 0.47 1.90
N5 2.34 0.36 1.47
H23 1.19 3.16 2.33
H24 -0.26 4.11 2.62
H25 0.34 3.03 3.87
H26 -0.78 2.14 1.15
H27 -1.65 2.04 2.68
H28 -0.71 -0.15 2.11
H29 0.05 0.45 3.58
C17 -0.33 4.80 -2.40
C18 0.68 4.74 -1.26
C19 1.53 6.01 -1.15
C20 2.31 6.25 -2.36
N6 2.91 6.43 -3.33
H30 0.17 4.91 -3.36
H31 -0.92 3.89 -2.43
H32 -1.01 5.65 -2.27
H33 1.35 3.88 -1.40
H34 0.17 4.59 -0.31
H35 2.22 5.95 -0.31
H36 0.89 6.88 -0.98

Results of the Löwdin charge analysis, in e, for atoms 1 through 4: 0.1965, 0.2275, -0.6438, 0.5144

***

Record 3
A 2-piece molecular cluster, C9H13NO overall at a distorted geometry. Source: the Open Molecules 2025 dataset; level of theory: ωB97M-V with the def2-TZVPD basis set.

Its highest occupied orbital energy is -8.531 eV. The largest force on an atom is 1.97 eV/Å. As for the total energy: -13081.15778 eV. The molar mass is 151.209 g mol⁻¹. As for the total charge: 0.

Element x y z (Å)
C1 -2.00 -0.74 -1.43
C2 -2.15 -0.19 -0.05
O1 -1.28 0.50 0.47
N1 -3.40 -0.20 0.55
H1 -3.31 0.03 1.53
H2 -4.07 -0.91 0.29
H3 -2.24 0.16 -2.03
H4 -2.74 -1.42 -1.84
H5 -0.97 -1.07 -1.53
C3 0.97 0.36 2.47
C4 1.41 0.32 1.03
C5 1.68 1.45 0.29
C6 1.65 -0.89 0.34
C7 1.81 1.36 -1.12
C8 1.75 -1.01 -1.02
C9 1.74 0.18 -1.80
H6 -0.12 0.33 2.48
H7 1.37 1.23 2.98
H8 1.85 2.44 0.68
H9 1.84 -1.81 0.92
H10 1.61 2.29 -1.66
H11 1.73 -1.92 -1.61
H12 1.62 0.09 -2.87
H13 1.25 -0.60 2.92

Results of the Löwdin charge analysis, in e, for atoms 1 through 4: 0.0037, -0.5613, 0.0390, 0.1444